ORCA calculation (ωB97M-V/def2-TZVPD) on C27H30Br12F13N2O6PS as an isolated structure.

Last column: Löwdin charge in e.
Geometry (Å):
1 C 3.3182 -3.4518 1.5996  -0.074
2 C 4.3258 -2.7925 0.5841  -0.242
3 O 3.6920 -1.6600 -0.0286  -0.186
4 C 3.2308 -1.9260 -1.3532  -0.194
5 C 3.4465 -0.6962 -2.3244  -0.100
6 C 2.6619 0.5688 -1.8952  -0.069
7 C 1.3142 0.8436 -2.3949  -0.052
8 C 0.5431 -0.0398 -3.4190  -0.076
9 C 0.4772 -1.5570 -3.0872  -0.392
10 C -0.5444 -2.1971 -2.0832  -0.034
11 N 1.2784 -2.3504 -3.6967  0.117
12 C 0.6324 2.0583 -1.9060  -0.063
13 C -0.8232 2.4389 -2.3869  -0.108
14 C -1.9374 1.5717 -1.6452  -0.037
15 C -3.3461 2.0939 -2.1122  -0.368
16 F -3.6046 3.3765 -1.6855  0.117
17 F -3.2526 2.2099 -3.5075  0.070
18 C -4.5539 1.1049 -1.8757  -0.289
19 F -4.3029 -0.0281 -2.6067  0.122
20 F -5.6508 1.6980 -2.4860  0.113
21 C -4.9726 0.8502 -0.3775  -0.293
22 F -6.2172 1.3804 -0.1667  0.137
23 F -4.1534 1.6325 0.4143  0.094
24 C -4.8164 -0.6257 0.1661  -0.364
25 F -4.7347 -0.5237 1.5446  0.066
26 F -3.6250 -1.1866 -0.1883  0.117
27 S -6.2140 -1.8240 -0.1628  0.892
28 F -6.7435 -1.0523 -1.4713  -0.119
29 F -7.2389 -1.0862 0.8388  -0.125
30 F -5.7028 -2.7277 1.1377  -0.197
31 F -5.1962 -2.7428 -1.0719  -0.176
32 F -7.3629 -2.9589 -0.4296  -0.172
33 C 1.2914 2.9467 -0.9786  0.006
34 C 2.6503 2.6628 -0.5043  -0.001
35 C 3.3370 1.4832 -0.9669  -0.123
36 C 4.7826 1.2650 -0.4461  -0.116
37 P 5.9515 1.8348 -1.8208  0.569
38 O 6.8277 0.6705 -2.1935  -0.341
39 O 5.0662 2.1713 -3.1854  -0.152
40 O 6.8857 3.1092 -1.3528  -0.151
41 C 3.1022 3.7758 0.4811  -0.365
42 O 4.1631 4.0385 0.9515  0.141
43 N 1.8474 4.4457 0.7531  -0.030
44 C 1.4654 3.9571 2.1191  -0.070
45 C 0.8364 4.2586 -0.2739  -0.340
46 O -0.0999 4.9675 -0.4618  0.147
47 H 3.4820 -3.0697 2.6433  0.071
48 H 2.2532 -3.2083 1.3552  0.079
49 H 3.5083 -4.5528 1.6347  0.053
50 H 5.1697 -2.3736 1.2016  0.122
51 H 4.7973 -3.5056 -0.1318  0.118
52 H 2.1591 -2.2386 -1.2839  0.100
53 H 3.7645 -2.7851 -1.8527  0.132
54 H 3.2694 -0.9805 -3.3858  0.111
55 H 4.5469 -0.4696 -2.2493  0.094
56 H -0.4965 0.3019 -3.6265  0.103
57 H 1.0933 0.0375 -4.3979  0.138
58 H -0.1170 -3.1075 -1.5998  0.079
59 H -0.9144 -1.4326 -1.3613  0.061
60 H -1.4091 -2.5618 -2.7046  0.094
61 H 1.0812 -3.3041 -3.3594  0.064
62 H -1.0011 3.5328 -2.2498  0.119
63 H -0.8155 2.2303 -3.4879  0.113
64 H -1.8226 1.8300 -0.5594  0.139
65 H -1.7657 0.4953 -1.8644  0.099
66 H 5.0082 1.9408 0.4157  0.094
67 H 5.0559 0.2028 -0.2723  0.090
68 H 5.4451 1.6528 -3.9206  0.090
69 H 7.7822 2.7256 -1.2656  0.086
70 H 0.6441 4.5797 2.5330  -0.001
71 H 1.1622 2.8756 2.1127  0.106
72 H 2.3608 4.0382 2.7875  0.102
73 C 1.8245 -6.4346 4.7825  -1.629
74 Br 0.3887 -6.4547 3.4881  0.549
75 Br 3.5113 -6.9495 3.9902  0.562
76 Br 1.9474 -4.7318 5.6893  0.559
77 H 1.5857 -7.1790 5.5339  -0.030
78 C -4.7038 -6.5863 -0.5391  -1.627
79 Br -4.9877 -8.4016 -1.1405  0.570
80 Br -6.2007 -5.9290 0.4909  0.614
81 Br -3.0306 -6.3970 0.4127  0.552
82 H -4.6331 -5.9655 -1.4255  -0.032
83 C -4.1385 0.9927 4.9355  -1.633
84 Br -3.7542 -0.7176 5.7503  0.570
85 Br -4.3993 2.3785 6.2573  0.572
86 Br -2.7938 1.4858 3.6369  0.569
87 H -5.0744 0.8856 4.3980  -0.032
88 C 0.5313 7.0350 4.9958  -1.611
89 Br -0.7427 8.3525 5.6106  0.568
90 Br -0.2120 5.2490 5.0308  0.593
91 Br 1.2442 7.4797 3.2551  0.601
92 H 1.3621 7.0466 5.6924  -0.029

Properties
HOMO energy in eV: -9.23
Lowest unoccupied orbital energy in hartree: -0.0306



ORCA calculation (ωB97M-V/def2-TZVPD) on C27H30Br2MoN4O2SSe4Si as an isolated structure.

Last column: Löwdin charge in e.
Geometry (Å):
1 Mo -0.4077 -0.7759 -0.8780  1.285
2 Se 0.8006 2.8693 0.4830  0.404
3 Se 2.4006 2.8542 2.1826  -0.044
4 Se 3.3345 0.7017 1.8844  -0.149
5 Se 1.6531 -0.8410 1.4685  -0.013
6 C -1.1499 0.0612 7.1034  -0.064
7 C -1.7298 -0.0786 5.7205  -0.281
8 C -3.0013 -0.6203 5.5296  -0.057
9 C -3.5031 -0.8238 4.2560  -0.064
10 C -2.7352 -0.4723 3.1519  -0.265
11 C -1.4822 0.0939 3.3220  -0.065
12 C -0.9855 0.2814 4.6051  -0.026
13 S -3.3670 -0.8547 1.5299  0.573
14 O -3.4056 -2.2859 1.4310  -0.295
15 O -4.6383 -0.1699 1.4132  -0.327
16 N -2.2504 -0.2646 0.5470  -0.176
17 C -2.4147 0.9661 -0.0270  -0.404
18 C -3.3022 2.0166 0.2753  -0.013
19 C -3.2920 3.1401 -0.5200  -0.082
20 C -2.4232 3.2360 -1.6070  -0.092
21 C -1.5409 2.1982 -1.8050  -0.179
22 N -1.5153 1.1207 -1.0209  -0.103
23 H -1.9287 0.0213 7.8665  0.065
24 H -0.6062 1.0007 7.2103  0.073
25 H -0.4440 -0.7483 7.3035  0.080
26 H -3.5971 -0.8979 6.3929  0.101
27 H -4.4820 -1.2621 4.1063  0.112
28 H -0.8756 0.3659 2.4674  0.048
29 H 0.0104 0.6945 4.7205  0.118
30 H -3.9858 1.9214 1.1015  0.094
31 H -3.9684 3.9555 -0.2908  0.098
32 H -2.4177 4.0940 -2.2647  0.091
33 H -0.8168 2.2047 -2.6095  0.092
34 Br -0.0650 -7.2712 1.0698  0.624
35 C -0.0303 -5.4189 0.5929  -0.707
36 C -0.5064 -4.4663 1.5409  -0.155
37 C -0.5682 -3.1681 1.1261  -0.247
38 N -0.2049 -2.7265 -0.0975  -0.145
39 C 0.4712 -3.6426 -0.9387  -0.253
40 C 0.4533 -5.0464 -0.6040  -0.102
41 C 1.1879 -3.0771 -1.9544  -0.252
42 C 2.0324 -3.7914 -2.8834  -0.096
43 C 2.7637 -3.1060 -3.7763  -0.717
44 Br 3.9138 -4.0331 -4.9897  0.623
45 C 2.7191 -1.6762 -3.8461  -0.168
46 C 1.8869 -1.0564 -2.9553  -0.187
47 N 1.1340 -1.6652 -2.0273  -0.137
48 H -0.8151 -4.7452 2.5355  0.079
49 H -0.9264 -2.4148 1.8123  0.064
50 H 0.8418 -5.7751 -1.3010  0.086
51 H 2.0787 -4.8702 -2.8402  0.088
52 H 3.2834 -1.1153 -4.5747  0.065
53 H 1.7994 0.0247 -2.9842  0.071
54 C 4.2075 2.4023 -2.7058  -0.178
55 Si 2.4704 2.9970 -2.3067  0.410
56 C 1.5122 2.9965 -3.9290  -0.188
57 C 2.6015 4.7909 -1.7675  -0.215
58 C 1.7341 1.9059 -0.9770  -0.656
59 H 4.7045 3.0982 -3.3877  0.022
60 H 4.1935 1.4139 -3.1721  0.023
61 H 4.8079 2.3252 -1.7961  0.033
62 H 2.1107 3.5112 -4.6864  0.025
63 H 0.5588 3.5246 -3.8497  0.016
64 H 1.3045 1.9872 -4.2931  0.025
65 H 3.1577 5.3776 -2.5039  0.023
66 H 3.1078 4.8649 -0.8018  0.021
67 H 1.6110 5.2317 -1.6389  0.016
68 H 0.9296 1.2009 -1.2370  -0.071
69 H 2.5005 1.3277 -0.4523  -0.076
70 C -1.4176 -1.1211 -2.4752  -0.224
71 H -2.3406 -0.6067 -2.7708  -0.042
72 H -1.1360 -1.8888 -3.2031  -0.033

Properties
Spin multiplicity: 3
HOMO energy (alpha / beta) in eV: 0.29 / 0.03
Energy above the lowest of the compared OMol25 structures with the same formula, charge and spin in kJ/mol: 147.4
Lowest unoccupied orbital energy (alpha / beta) in hartree: 0.1487 / 0.1487
Total charge: -2



ORCA calculation (ωB97M-V/def2-TZVPD) on a 2-piece molecular cluster, C27H30Br2N3 overall.

Last column: Löwdin charge in e.
Geometry (Å):
1 Br -0.1809 -2.1839 -6.3384  0.821
2 C 0.2262 -1.1322 -4.8186  -0.648
3 C 1.1208 -1.6205 -3.8480  -0.096
4 C 1.3764 -0.8687 -2.7080  0.009
5 C 0.7689 0.4033 -2.5131  -0.201
6 C 1.0490 1.1624 -1.3347  0.065
7 C 0.6453 2.4794 -1.1572  -0.057
8 C 0.9104 3.2275 -0.0192  0.052
9 C 0.4272 4.5553 0.1960  -0.201
10 C 0.8418 5.2942 1.3403  0.006
11 C 0.3743 6.5811 1.5791  -0.091
12 C -0.5292 7.1753 0.6741  -0.655
13 Br -1.1820 8.9104 1.0002  0.827
14 C -0.9490 6.4738 -0.4718  -0.090
15 C -0.4785 5.1843 -0.7094  0.011
16 C -0.1167 0.8826 -3.5239  0.010
17 C -0.3844 0.1236 -4.6593  -0.089
18 H 1.5844 -2.5961 -3.9770  0.120
19 H 2.0517 -1.2438 -1.9325  0.133
20 H 1.6656 0.7022 -0.5613  0.120
21 H 0.1201 2.9712 -1.9775  0.095
22 H 1.5491 2.7841 0.7466  0.122
23 H 1.5423 4.8196 2.0342  0.128
24 H 0.7013 7.1263 2.4625  0.114
25 H -1.6435 6.9331 -1.1721  0.113
26 H -0.8193 4.6487 -1.5978  0.114
27 H -0.6082 1.8497 -3.3997  0.114
28 H -1.0700 0.4956 -5.4178  0.113
29 C 2.5437 -2.1993 2.6685  -0.077
30 N 1.5468 -1.1490 2.7114  -0.225
31 C 2.0869 0.1818 2.4431  -0.089
32 C 0.2400 -1.4577 2.2625  -0.372
33 N 0.1393 -2.3512 1.3263  0.108
34 C -1.1298 -2.6422 0.7209  -0.234
35 C -1.1355 -3.5932 -0.4645  -0.215
36 C -1.0605 -4.9719 -0.2671  -0.038
37 C -1.2343 -5.8431 -1.3499  -0.074
38 C -1.4530 -5.3296 -2.6366  -0.083
39 C -1.4593 -3.9422 -2.8417  -0.091
40 C -1.3033 -3.0803 -1.7542  -0.060
41 N -0.7282 -0.7630 2.9416  -0.130
42 C -0.3991 -0.0648 4.1799  -0.058
43 C -2.1622 -0.9432 2.8375  -0.066
44 H 2.0346 -3.1653 2.7282  0.088
45 H 3.1802 -2.1605 1.7715  0.080
46 H 3.1845 -2.0621 3.5513  0.089
47 H 1.2886 0.9075 2.2314  0.072
48 H 2.6715 0.5091 3.3178  0.094
49 H 2.7762 0.1599 1.5779  0.077
50 H -1.7871 -3.1144 1.4749  0.121
51 H -1.6141 -1.7263 0.3362  0.104
52 H -0.8774 -5.3453 0.7440  0.119
53 H -1.2102 -6.9198 -1.1777  0.105
54 H -1.6200 -6.0030 -3.4780  0.104
55 H -1.5911 -3.5255 -3.8415  0.077
56 H -1.2986 -1.9953 -1.8845  0.100
57 H 0.6687 -0.1242 4.3788  0.075
58 H -0.7071 0.9832 4.0925  0.090
59 H -0.9437 -0.5153 5.0204  0.097
60 H -2.4810 -1.3191 1.8697  0.055
61 H -2.5403 -1.6159 3.6248  0.104
62 H -2.6181 0.0425 2.9892  0.092

Properties
HOMO energy in eV: -10.28
Energy above the lowest of the compared OMol25 structures with the same formula, charge and spin in kJ/mol: 0.0
Lowest unoccupied orbital energy in hartree: -0.2124
Total charge: +1